{
  "formula": "C37H85BN2O15PS",
  "method": "wB97M-V/def2-TZVPD",
  "homo_energy_ha": -0.3573,
  "orbital_gap_ev": 7.2,
  "lumo_ev": -2.6,
  "total_charge": 1,
  "multiplicity": 1,
  "elements": ["C", "C", "O", "C", "N", "C", "C", "C", "C", "C", "C", "C", "C", "C", "C", "C", "S", "O", "O", "O", "P", "N", "C", "C", "O", "C", "B", "O", "C", "C", "H", "H", "H", "H", "H", "H", "H", "H", "H", "H", "H", "H", "H", "H", "H", "H", "H", "H", "H", "H", "H", "H", "H", "H", "H", "H", "H", "H", "H", "H", "H", "H", "H", "H", "H", "H", "H", "H", "H", "H", "H", "H", "H", "C", "O", "C", "C", "O", "C", "C", "O", "C", "H", "H", "H", "H", "H", "H", "H", "H", "H", "H", "H", "H", "H", "H", "C", "O", "C", "C", "O", "C", "C", "O", "C", "H", "H", "H", "H", "H", "H", "H", "H", "H", "H", "H", "H", "H", "H", "C", "O", "C", "C", "O", "C", "C", "O", "C", "H", "H", "H", "H", "H", "H", "H", "H", "H", "H", "H", "H", "H", "H"],
  "positions_angstrom": [[9.2760, 0.6549, -1.3072], [7.8288, 0.5783, -2.0743], [6.6549, 0.5945, -1.1410], [5.5474, 0.0943, -2.0219], [4.1625, 0.4389, -1.4722], [3.2820, 0.7366, -2.6643], [2.6063, 2.2175, -2.8528], [3.3869, 3.4436, -2.0958], [3.6338, 4.7767, -3.0751], [3.0452, 6.1701, -2.4244], [5.2884, 4.9990, -3.1786], [2.1557, -0.4940, -2.5419], [2.7201, -1.6307, -1.5018], [3.4524, -2.8196, -2.3613], [4.0000, -4.0835, -1.4273], [3.1813, -5.4436, -1.8894], [3.1517, -6.8060, -0.6042], [2.7747, -8.2002, -1.2405], [2.0817, -6.5775, 0.5331], [4.6566, -7.0667, 0.1884], [1.1230, -2.4793, -0.8516], [1.3500, -3.3774, 0.4759], [3.6030, -0.6474, -0.5293], [4.6975, -1.3457, 0.5244], [5.1291, -0.2917, 1.4566], [6.5192, -0.4745, 1.9037], [2.5207, -0.0016, 0.5771], [2.1182, -0.7319, 1.8261], [1.8226, 1.5029, 0.3931], [0.7595, 1.8571, 1.6305], [9.2697, 0.2369, -0.2125], [9.6228, 1.7952, -1.3631], [10.0399, 0.0303, -1.9787], [7.7988, -0.4106, -2.7413], [7.6978, 1.5151, -2.7828], [5.7645, 0.5530, -3.0807], [5.7076, -1.0778, -2.1371], [4.3952, 1.1858, -0.7819], [3.6933, 0.5216, -3.7587], [2.6312, 2.4740, -4.0187], [1.4534, 2.2669, -2.5620], [2.6752, 3.8393, -1.2308], [4.4425, 3.1767, -1.6673], [3.1303, 4.6422, -4.1336], [3.4588, 7.1084, -3.0352], [1.8769, 6.2212, -2.3541], [3.5249, 6.2687, -1.3367], [5.5826, 5.9668, -3.7671], [5.7488, 4.0059, -3.5980], [5.6455, 5.0641, -2.0418], [1.0213, -0.2058, -2.5482], [2.2589, -1.0591, -3.5865], [4.2893, -2.4220, -3.1081], [2.6123, -3.2841, -3.0701], [3.8934, -3.8942, -0.2771], [5.1300, -4.2477, -1.7757], [2.0492, -5.1931, -2.1648], [3.6452, -5.9061, -2.8863], [4.4788, -7.2257, 1.1802], [0.6548, -3.3365, -1.9307], [0.1222, -1.4256, -0.6579], [0.7078, -2.9717, 1.2041], [4.1589, -2.2112, 1.1432], [5.5814, -1.8791, -0.0491], [7.0280, -1.4699, 1.5303], [6.6221, -0.4962, 3.0923], [7.2354, 0.4142, 1.5557], [2.4372, -0.1925, 2.6184], [2.6131, 2.3672, 0.3774], [1.1585, 1.4267, -0.5722], [-0.2825, 1.3004, 1.4789], [0.5056, 3.0176, 1.5163], [1.1866, 1.5992, 2.6909], [-5.2597, 1.1195, -1.6768], [-5.1606, 1.6334, -0.3583], [-4.1352, 1.0007, 0.4041], [-3.4691, 2.0025, 1.3512], [-2.5918, 2.9290, 0.6945], [-3.2216, 3.9384, -0.1078], [-3.9923, 4.9830, 0.7037], [-5.2310, 4.4427, 1.1647], [-5.6599, 5.0224, 2.3878], [-5.6195, 0.0901, -1.6486], [-5.9721, 1.7335, -2.2341], [-4.2939, 1.1668, -2.1882], [-3.3726, 0.5572, -0.2481], [-4.6068, 0.2050, 0.9884], [-2.8286, 1.4363, 2.0393], [-4.1988, 2.5230, 1.9723], [-3.8389, 3.4886, -0.8877], [-2.4011, 4.4520, -0.6216], [-4.2245, 5.8442, 0.0704], [-3.3727, 5.3151, 1.5462], [-4.8742, 4.9519, 3.1470], [-6.5285, 4.4633, 2.7434], [-5.9443, 6.0678, 2.2306], [-9.4654, 7.3998, 1.4352], [-8.8166, 8.3542, 2.2601], [-7.8952, 9.1695, 1.5396], [-7.8825, 10.5950, 2.0983], [-9.0411, 11.3666, 1.7498], [-10.2653, 11.0030, 2.4042], [-10.2891, 11.3301, 3.8996], [-9.5073, 10.3846, 4.6301], [-8.9389, 10.9376, 5.8079], [-8.7460, 6.6554, 1.0912], [-10.2407, 6.9037, 2.0251], [-9.9442, 7.8842, 0.5794], [-8.1450, 9.2016, 0.4718], [-6.9032, 8.7233, 1.6574], [-7.0354, 11.1242, 1.6438], [-7.7087, 10.6089, 3.1748], [-10.5170, 9.9588, 2.2094], [-11.0420, 11.6036, 1.9175], [-11.3149, 11.2682, 4.2744], [-9.9132, 12.3497, 4.0524], [-8.3727, 11.8455, 5.5761], [-8.2482, 10.2036, 6.2296], [-9.7238, 11.1551, 6.5394], [0.0612, -15.4585, 0.9001], [0.6414, -14.1763, 1.0785], [2.0668, -14.2124, 1.0827], [2.6416, -12.9542, 0.4265], [2.5149, -12.9340, -1.0028], [1.1913, -12.7322, -1.5190], [0.6421, -11.3230, -1.2817], [0.2374, -11.1675, 0.0787], [0.3582, -9.8288, 0.5363], [0.2561, -16.0799, 1.7751], [-1.0185, -15.3352, 0.7807], [0.4518, -15.9423, 0.0002], [2.4425, -15.0988, 0.5567], [2.3891, -14.2581, 2.1272], [3.7215, -12.9399, 0.6210], [2.2396, -12.0431, 0.8708], [0.5092, -13.5039, -1.1573], [1.2782, -12.8800, -2.6015], [-0.2400, -11.1607, -1.9079], [1.4105, -10.5863, -1.5479], [1.3708, -9.4499, 0.3642], [0.1688, -9.8184, 1.6123], [-0.3770, -9.1909, 0.0352]],
  "forces_ev_per_a": [[0.0, 0.5, -1.1], [0.9, 0.0, -0.4], [-1.1, -1.1, -2.6], [3.1, -1.0, -0.6], [2.6, -0.3, 0.3], [-4.0, -0.6, -1.9], [0.0, 1.0, -0.4], [-0.9, 1.4, -0.2], [0.6, 0.8, 0.1], [0.9, 0.1, 0.4], [-1.0, -0.8, 0.9], [0.8, -1.2, -2.8], [-0.2, 1.1, -1.9], [-0.2, -0.6, -0.3], [0.6, -0.3, -1.2], [0.6, 1.1, -1.4], [-5.7, -6.8, 4.0], [2.4, 5.7, 1.0], [4.6, 0.6, -4.1], [-1.8, 1.0, -0.2], [0.3, -1.2, 3.1], [-1.1, 1.9, -1.2], [-1.6, -2.7, 1.9], [-0.1, -0.9, -0.6], [1.3, -1.5, -1.2], [2.2, 0.2, 1.1], [-1.2, 0.8, 2.5], [2.3, 2.1, -2.1], [-0.8, -0.5, 1.0], [-0.5, 0.6, -0.8], [-0.1, 0.9, -2.2], [-0.7, -2.6, 0.5], [-1.7, 1.4, 1.6], [0.0, 2.0, 1.5], [0.4, -1.9, 1.3], [-1.1, -0.6, 2.1], [-0.8, 2.4, 0.4], [-0.6, 0.4, -1.0], [0.4, 0.4, 3.1], [0.0, -0.8, 2.5], [2.6, -0.4, -0.4], [1.8, -1.0, -1.6], [-2.0, 0.2, -0.7], [1.2, 0.1, 2.1], [-1.1, -2.1, 1.2], [2.3, -0.2, -0.2], [-1.2, -0.2, -2.2], [-0.5, -2.1, 1.1], [-0.6, 2.1, 0.5], [-0.6, 0.1, -2.5], [2.2, -0.2, 0.7], [-0.5, 1.3, 2.0], [-1.7, -0.7, 1.8], [1.8, 1.2, 1.4], [0.1, -0.4, -2.3], [-2.4, 0.3, 1.3], [2.3, -0.9, 1.2], [-0.9, 0.8, 2.4], [-0.3, 0.5, -2.1], [0.5, 1.2, 0.1], [0.8, -0.6, -0.7], [1.0, -0.7, -0.7], [0.7, 2.0, -1.5], [-1.5, 1.4, 1.1], [-1.3, 1.9, 0.5], [-0.7, 0.0, -2.6], [-1.9, -1.8, 0.5], [-0.9, -0.9, -1.5], [-1.5, -1.6, -0.4], [1.5, 0.6, 1.5], [2.4, 1.1, 0.4], [0.6, -2.6, 0.6], [-0.8, 0.7, -2.1], [-0.2, 0.2, 0.4], [0.5, 0.0, -0.3], [-0.4, 0.6, 0.2], [0.2, -0.2, -0.2], [-0.4, 0.0, -0.1], [0.1, 0.2, 0.2], [-0.4, -0.5, -0.2], [0.4, 0.0, 0.3], [-0.1, -0.1, -0.3], [0.0, -0.2, -0.2], [0.0, -0.1, 0.2], [0.1, -0.1, 0.0], [0.0, 0.1, 0.0], [0.2, -0.2, 0.1], [0.0, 0.0, -0.2], [-0.1, 0.0, -0.2], [-0.2, 0.1, 0.2], [0.0, 0.0, 0.2], [0.2, 0.1, -0.1], [0.0, 0.0, 0.0], [0.0, 0.1, 0.0], [0.1, 0.1, -0.2], [0.0, 0.0, 0.2], [0.1, 0.2, 0.4], [-0.2, 0.1, -0.4], [-0.2, 0.2, 0.6], [-0.1, 0.1, -0.4], [0.1, -0.4, 0.3], [0.1, 0.3, 0.1], [0.2, -0.6, -0.2], [0.3, 0.4, 0.0], [-0.2, -0.3, -0.3], [0.0, -0.2, -0.2], [0.2, 0.1, 0.0], [0.0, 0.0, -0.1], [0.0, 0.0, 0.1], [0.2, 0.1, -0.1], [-0.2, -0.1, -0.1], [-0.2, -0.2, 0.0], [0.1, 0.0, 0.3], [0.2, 0.1, 0.1], [-0.2, 0.2, -0.1], [0.0, -0.1, 0.0], [-0.1, 0.1, 0.1], [-0.2, 0.0, -0.1], [0.1, 0.1, 0.1], [0.0, 0.4, 0.1], [0.1, -0.3, -0.4], [-0.3, 0.5, -0.1], [0.2, -0.3, -0.2], [-0.4, 0.0, 0.4], [0.2, 0.2, -0.1], [0.0, -0.4, 0.5], [0.3, 0.1, -0.1], [0.0, -0.3, 0.0], [0.0, -0.3, 0.0], [0.2, 0.1, 0.1], [0.1, -0.1, 0.0], [-0.1, 0.1, 0.0], [0.3, 0.0, 0.0], [-0.1, -0.1, -0.1], [-0.3, -0.1, 0.0], [-0.1, 0.2, 0.2], [0.1, 0.1, 0.1], [0.0, 0.0, -0.3], [0.0, -0.1, 0.0], [-0.2, 0.1, -0.1], [-0.1, -0.1, -0.1], [0.1, 0.2, 0.0]],
  "mulliken_charge": [-0.89, -0.16, -0.31, -0.93, 0.96, -0.46, -0.79, -0.17, 0.07, -1.11, -1.00, -1.16, 0.37, -1.16, -0.36, -0.66, 1.09, -0.54, -0.58, -0.52, 0.02, -0.56, 0.61, -1.34, -0.33, -0.59, 0.10, -0.57, 0.24, -0.82, 0.23, 0.27, 0.30, 0.26, 0.24, 0.56, 0.14, 0.88, 0.52, 0.53, 0.23, 0.10, 0.08, 0.28, 0.35, 0.30, 0.26, 0.39, 0.19, 0.26, 0.34, 0.38, 0.32, 0.75, 0.20, 0.34, 0.20, 0.39, 0.38, 0.15, 0.09, 0.24, 0.36, 0.43, 0.27, 0.28, 0.15, 0.30, 0.09, -0.11, 0.08, 0.32, 0.21, -0.79, -0.26, -0.55, -0.41, -0.30, -0.41, -0.62, -0.27, -0.68, 0.34, 0.23, 0.33, 0.29, 0.43, 0.47, 0.10, 0.15, 0.40, 0.44, 0.35, 0.38, 0.23, 0.18, -0.75, -0.23, -0.46, -0.38, -0.47, -0.29, -0.57, -0.25, -0.80, 0.21, 0.23, 0.38, 0.39, 0.27, 0.41, 0.14, 0.09, 0.41, 0.41, 0.35, 0.35, 0.23, 0.32, -0.81, -0.27, -0.59, -0.24, -0.49, -0.38, -0.31, -0.31, -0.61, 0.34, 0.23, 0.36, 0.35, 0.39, 0.41, 0.07, 0.10, 0.43, 0.43, 0.14, 0.16, 0.30, 0.32]
}